Record 1
{"formula": "C5H12NO", "method": "the ωB97M-V functional and the def2-TZVPD basis", "elements": ["C", "C", "N", "C", "C", "C", "O", "H", "H", "H", "H", "H", "H", "H", "H", "H", "H", "H", "H"], "coordinates": [[0.24633, -0.78229, 2.07382], [0.19754, 0.09253, 0.79723], [-0.99646, 1.02234, 0.82548], [0.09827, -0.82951, -0.43541], [0.80077, -0.30447, -1.71349], [0.09584, 0.90074, -2.28435], [-0.42336, 1.76839, -1.60942], [0.46654, -0.22697, 2.98051], [0.93332, -1.57001, 1.80535], [-0.75129, -1.21972, 2.22796], [1.06411, 0.75726, 0.75292], [-1.76574, 0.41698, 1.11519], [-0.97953, 1.55701, -0.06987], [-0.87342, 1.61047, 1.64430], [-0.95760, -1.00693, -0.70436], [0.41006, -1.84748, -0.20718], [0.80011, -1.09364, -2.46499], [1.82740, -0.11007, -1.38156], [-0.19289, 0.86537, -3.35213]], "forces_ev_per_a": [[-1.089, 0.800, -0.912], [0.307, -0.778, 0.192], [0.909, -0.927, 1.711], [-0.967, 0.354, -0.745], [0.086, -0.302, 0.861], [-1.099, -0.537, -0.066], [0.365, 0.132, -0.070], [0.469, -0.070, 0.003], [0.337, -0.198, 0.731], [0.230, -0.212, -0.085], [0.017, -0.204, -0.142], [-0.625, 0.365, -0.966], [-0.524, -0.126, -0.115], [0.040, 0.642, -0.104], [0.033, 0.284, 0.290], [0.554, 0.218, 0.078], [0.217, 0.085, -0.024], [0.055, 0.265, -0.641], [0.686, 0.208, 0.003]], "lowdin_charge": [-0.020, -0.328, 0.205, -0.147, -0.118, -0.167, 0.034, 0.091, 0.088, 0.098, 0.157, 0.166, 0.110, 0.168, 0.136, 0.122, 0.124, 0.136, 0.145], "relative_energy_kj_mol": 21.4, "e_tot_ev": -8910.407, "lumo_energy_ev": -3.369, "charge": 1, "spin_multiplicity": 1, "smiles": "C[C@H]([NH3+])CCC=O"}

---

Record 2
{"formula": "C4H5F2N", "method": "the ωB97M-V functional and the def2-TZVPD basis", "elements": ["C", "C", "C", "C", "N", "F", "F", "H", "H", "H", "H", "H"], "coordinates": [[0.34860, -1.35565, -0.47797], [0.69618, 0.04078, 1.60358], [0.27947, -1.18943, 0.89282], [-2.01645, -0.16479, 0.06359], [0.47573, -1.47277, -1.62669], [-2.86132, -0.96920, 0.69922], [-2.32477, -0.16740, -1.28367], [1.49789, 0.04031, 2.24375], [-0.18479, 0.24272, 2.30318], [0.84513, 0.88318, 1.05096], [0.11301, -2.01723, 1.50088], [-1.77816, 0.74854, 0.51433]], "forces_ev_per_a": [[0.850, -0.260, -1.289], [-3.777, -0.945, 1.322], [0.111, 1.524, -0.532], [-0.741, -2.488, -2.258], [-0.137, -0.001, 0.413], [0.130, 0.516, -0.035], [0.781, 0.294, 2.429], [2.214, -0.971, 1.539], [1.001, 0.128, -0.625], [0.082, 2.161, -2.100], [-0.523, -1.437, 0.703], [0.009, 1.478, 0.434]], "lowdin_charge": [-0.301, -0.093, -0.113, -0.160, 0.157, 0.069, 0.037, 0.050, 0.111, 0.050, 0.091, 0.101], "relative_energy_kj_mol": 354.2, "e_tot_ev": -11149.811, "lumo_energy_ev": [0.123, -0.910], "spin_multiplicity": 1}

---

Record 3
{"formula": "C45H59CrGe2N2O5P2STe", "method": "the ωB97M-V functional and the def2-TZVPD basis", "elements": ["Cr", "C", "C", "C", "C", "N", "C", "S", "N", "H", "H", "H", "H", "H", "C", "C", "O", "P", "O", "Te", "O", "C", "C", "H", "H", "H", "H", "H", "H", "H", "H", "H", "H", "C", "C", "C", "C", "C", "C", "C", "C", "H", "H", "H", "H", "H", "C", "P", "C", "C", "H", "H", "H", "H", "H", "H", "H", "H", "H", "C", "C", "C", "C", "C", "C", "C", "C", "C", "C", "O", "O", "H", "H", "H", "H", "H", "H", "H", "H", "H", "H", "H", "C", "Ge", "C", "C", "Ge", "C", "C", "C", "C", "C", "C", "C", "C", "C", "C", "C", "C", "H", "H", "H", "H", "H", "H", "H", "H", "H", "H", "H", "H", "H", "H", "H", "H", "H", "H", "H"], "coordinates": [[-0.11694, 0.69442, -0.41383], [0.06536, 5.83532, 4.18217], [-0.79374, 5.16162, 3.15777], [-2.19014, 5.16302, 3.20277], [-2.84324, 4.50702, 2.16977], [-2.20294, 3.85952, 1.21167], [-0.86894, 3.85022, 1.29457], [0.05166, 2.96992, 0.13677], [-0.15414, 4.52112, 2.19837], [-0.49494, 6.57052, 4.75327], [0.91766, 6.30702, 3.69917], [0.45456, 5.07832, 4.86197], [-2.73364, 5.65332, 3.99557], [-3.92654, 4.48652, 2.10027], [-4.54694, 4.69272, -2.28773], [-4.36614, 3.23282, -1.90513], [-3.02744, 2.89032, -2.16553], [-2.40414, 1.45672, -1.77903], [-1.00364, 1.59192, -2.25783], [-2.73804, 0.84092, 0.49337], [-3.19734, 0.46792, -2.79733], [-4.28784, -0.34418, -2.41463], [-3.86644, -1.78338, -2.15863], [-5.58244, 4.99012, -2.13983], [-4.27554, 4.82722, -3.33363], [-3.89104, 5.30772, -1.67633], [-5.02994, 2.59202, -2.50233], [-4.58614, 3.06542, -0.83873], [-5.00834, -0.29038, -3.23943], [-4.75544, 0.06702, -1.50493], [-3.50734, -2.24318, -3.07593], [-4.71174, -2.34688, -1.77023], [-3.06234, -1.79858, -1.42443], [-0.22504, -0.84588, 0.88757], [-0.62634, -1.74908, 1.60367], [-1.24594, -2.64568, 2.50147], [-1.66654, -2.15548, 3.74457], [-2.33014, -2.98448, 4.62447], [-2.59214, -4.30288, 4.28387], [-2.17254, -4.79488, 3.05947], [-1.50334, -3.97808, 2.17047], [-1.46494, -1.12278, 3.99317], [-2.65754, -2.60508, 5.58257], [-3.12894, -4.94288, 4.96927], [-2.37824, -5.82408, 2.79797], [-1.18504, -4.36298, 1.21147], [1.31716, 1.08422, -3.91983], [1.65716, 1.15412, -2.11013], [3.37426, 0.52362, -2.13803], [2.04126, 2.96582, -2.09203], [2.07676, 1.68122, -4.42593], [0.33836, 1.50922, -4.12343], [1.36436, 0.05722, -4.26993], [4.02066, 1.21572, -2.67513], [3.36656, -0.44388, -2.62803], [3.74776, 0.40592, -1.12613], [2.69146, 3.22462, -2.93183], [2.52996, 3.24202, -1.15893], [1.11216, 3.52532, -2.17873], [-2.46134, -5.81698, -5.24583], [-1.76874, -4.70248, -4.52053], [-1.80994, -3.40858, -5.01133], [-1.20054, -2.35528, -4.34053], [-1.25434, -0.97758, -4.92353], [-0.53374, -2.62058, -3.14793], [-0.44064, -3.92468, -2.65903], [0.32296, -4.18408, -1.39863], [-1.06234, -4.95008, -3.35263], [0.04206, -1.51738, -2.29033], [1.26046, -1.29768, -2.27353], [-0.79404, -0.89978, -1.57573], [-3.30614, -5.43738, -5.81583], [-2.81654, -6.56628, -4.54273], [-1.77324, -6.29988, -5.94003], [-2.34644, -3.20608, -5.92903], [-2.12534, -0.86058, -5.56733], [-0.36384, -0.79558, -5.52683], [-1.29784, -0.22658, -4.13983], [-0.00824, -3.49688, -0.61973], [1.38546, -3.99578, -1.55923], [0.19476, -5.21108, -1.05983], [-1.00864, -5.96088, -2.97143], [4.03476, -2.30808, -0.34683], [3.12586, -1.64088, 1.31837], [2.16426, -3.32488, 1.84027], [4.61696, -1.56438, 2.68097], [1.75116, 0.47762, 1.16597], [3.24686, 1.88162, 1.16267], [3.01246, 3.23942, 1.34947], [4.01106, 4.17562, 1.13737], [5.27856, 3.77562, 0.75017], [5.54696, 2.42402, 0.62177], [4.54176, 1.49872, 0.83407], [1.20196, 0.59062, 3.10657], [0.59096, 1.73492, 3.60387], [0.15106, 1.81462, 4.91257], [0.33236, 0.74842, 5.77467], [0.94696, -0.39798, 5.30447], [1.36486, -0.47068, 3.98907], [4.34096, -3.33848, -0.18343], [4.91446, -1.73128, -0.61583], [3.33616, -2.27978, -1.17643], [2.84696, -4.16318, 1.72527], [1.31486, -3.48848, 1.19067], [1.80136, -3.32368, 2.86247], [4.89116, -2.57028, 2.98267], [4.31236, -1.01398, 3.56367], [5.50266, -1.08588, 2.27937], [2.03276, 3.58882, 1.63727], [3.79076, 5.23012, 1.25047], [6.05256, 4.50862, 0.55767], [6.53706, 2.09232, 0.33347], [4.77126, 0.44482, 0.74737], [0.46346, 2.58872, 2.96007], [-0.34984, 2.70802, 5.26157], [-0.00154, 0.81202, 6.80107], [1.08286, -1.24618, 5.96307], [1.82976, -1.37958, 3.64137]], "forces_ev_per_a": [[-1.114, -0.835, -1.354], [-0.118, -0.008, 0.014], [-0.554, 0.246, 0.081], [0.166, -0.041, 0.006], [0.119, 0.098, 0.160], [0.046, 0.387, -0.020], [-0.580, -0.254, 0.183], [0.639, 0.248, -0.302], [0.284, 0.055, -0.019], [-0.023, 0.068, 0.091], [0.022, 0.029, -0.034], [0.068, -0.021, 0.101], [-0.037, 0.076, 0.052], [-0.058, 0.080, 0.088], [0.102, -0.409, 0.097], [-0.438, 0.060, 0.144], [0.368, -0.072, 0.098], [-1.954, 0.448, -0.855], [0.718, -0.338, 0.512], [0.035, -0.381, -0.452], [0.678, 0.594, 0.289], [-0.591, -0.447, 0.397], [0.080, 0.374, -0.023], [-0.090, 0.107, 0.015], [-0.035, 0.062, -0.043], [0.002, 0.099, 0.044], [0.006, 0.054, 0.074], [0.003, 0.067, -0.169], [0.019, 0.046, 0.141], [0.009, -0.102, -0.264], [0.006, -0.108, -0.038], [-0.137, -0.098, -0.001], [-0.010, -0.042, 0.014], [-0.274, -0.138, 0.559], [0.595, 0.804, -0.723], [-0.196, -0.170, 0.237], [0.040, -0.020, -0.113], [-0.112, -0.065, 0.146], [-0.052, -0.051, 0.115], [-0.068, -0.163, 0.038], [0.075, 0.062, -0.043], [0.013, 0.033, 0.008], [-0.013, 0.065, 0.060], [-0.021, -0.063, 0.071], [0.002, -0.054, -0.046], [0.021, 0.035, -0.044], [-0.289, -0.233, 0.222], [1.107, 1.065, -0.400], [-0.207, -0.210, 0.179], [-0.026, -0.084, 0.010], [0.068, -0.038, 0.093], [-0.009, -0.025, -0.028], [-0.013, 0.011, -0.012], [-0.021, 0.102, -0.014], [0.071, -0.062, -0.013], [0.052, -0.045, -0.087], [0.035, -0.150, 0.029], [-0.029, 0.048, -0.039], [0.025, 0.052, -0.021], [0.104, 0.017, -0.027], [-0.022, 0.032, -0.031], [0.057, -0.069, 0.084], [0.107, -0.094, -0.015], [0.043, 0.074, 0.064], [-0.050, 0.032, 0.087], [0.015, 0.056, -0.110], [0.032, -0.012, 0.027], [-0.026, 0.067, -0.031], [0.183, -0.293, -0.049], [0.217, -0.597, -0.305], [-0.021, 0.398, 0.181], [-0.089, -0.039, -0.062], [-0.072, -0.119, -0.001], [-0.014, -0.111, -0.080], [-0.081, 0.040, -0.104], [-0.048, 0.022, -0.001], [0.023, 0.051, -0.048], [-0.012, 0.096, -0.036], [0.034, 0.016, 0.139], [0.045, 0.001, 0.070], [-0.017, -0.028, 0.049], [0.001, -0.120, 0.099], [-0.293, 0.332, 0.375], [0.385, -0.869, -0.214], [0.107, 0.508, -0.110], [-0.494, 0.216, -0.363], [1.556, -0.240, 1.600], [-0.517, -0.367, -0.357], [-0.119, 0.153, 0.233], [0.065, 0.167, 0.075], [0.102, 0.064, -0.026], [0.301, 0.047, -0.049], [-0.084, -0.233, 0.137], [-0.118, 0.070, -0.478], [0.067, 0.162, -0.249], [-0.110, 0.096, 0.156], [-0.064, 0.014, 0.132], [0.023, -0.098, 0.235], [0.219, -0.121, -0.243], [0.031, -0.142, 0.124], [0.128, 0.158, -0.029], [-0.124, 0.001, -0.152], [0.240, -0.052, -0.038], [-0.153, -0.019, -0.143], [-0.079, 0.049, 0.177], [-0.062, -0.261, -0.019], [-0.070, 0.133, 0.192], [0.156, 0.142, -0.133], [0.022, 0.046, -0.014], [-0.034, 0.029, 0.053], [0.010, 0.010, -0.001], [0.036, -0.033, 0.029], [0.106, -0.047, -0.149], [-0.012, 0.012, -0.012], [-0.011, 0.123, 0.013], [-0.048, -0.019, 0.079], [0.044, -0.057, 0.016], [-0.022, -0.148, 0.038]], "lowdin_charge": [-0.072, -0.027, -0.344, -0.021, -0.146, 0.001, -0.751, 0.732, 0.073, 0.071, 0.080, 0.073, 0.097, 0.106, -0.071, -0.324, -0.255, 0.230, -0.449, 0.929, -0.266, -0.331, -0.064, 0.070, 0.076, 0.075, 0.113, 0.089, 0.116, 0.062, 0.065, 0.077, 0.054, -0.311, -0.144, -0.236, -0.025, -0.089, -0.110, -0.096, -0.032, 0.110, 0.098, 0.091, 0.097, 0.100, -0.216, 0.860, -0.230, -0.294, 0.047, 0.038, 0.035, 0.054, 0.035, -0.009, 0.041, 0.010, 0.012, -0.060, -0.280, -0.026, -0.214, -0.023, -0.044, -0.192, -0.024, -0.009, -0.592, -0.061, -0.150, 0.071, 0.072, 0.078, 0.114, 0.084, 0.083, 0.053, 0.059, 0.089, 0.082, 0.112, -0.247, 0.793, -0.234, -0.239, 0.821, -0.304, -0.157, -0.096, -0.108, -0.096, -0.166, -0.281, -0.095, -0.089, -0.111, -0.106, -0.139, 0.007, 0.004, -0.018, 0.013, -0.023, 0.008, 0.006, 0.001, -0.004, 0.032, 0.098, 0.092, 0.097, 0.046, 0.049, 0.089, 0.092, 0.101, 0.048], "relative_energy_kj_mol": 127.4, "s2": 2.18, "e_tot_ev": -239004.275, "lumo_energy_ev": [2.176, 2.251], "charge": -1, "spin_multiplicity": 3}